{"formula": "C55H81GeN5O4P2Sn", "method": "ωB97M-V/def2-TZVPD", "symbols": ["Sn", "C", "C", "C", "C", "P", "N", "C", "C", "C", "C", "C", "C", "C", "C", "H", "H", "H", "H", "H", "H", "H", "H", "H", "H", "H", "H", "H", "H", "H", "H", "H", "H", "H", "H", "H", "H", "H", "H", "H", "H", "H", "N", "P", "N", "C", "C", "C", "C", "C", "N", "C", "C", "C", "C", "C", "N", "C", "C", "C", "C", "C", "H", "H", "H", "H", "H", "H", "H", "H", "H", "H", "H", "H", "H", "H", "H", "H", "H", "H", "H", "H", "H", "H", "H", "H", "H", "H", "H", "H", "H", "H", "O", "C", "O", "C", "C", "Ge", "C", "C", "C", "C", "C", "C", "C", "C", "C", "C", "C", "C", "C", "C", "C", "C", "C", "C", "H", "H", "H", "H", "H", "H", "H", "H", "H", "H", "H", "H", "H", "H", "H", "H", "H", "H", "H", "O", "C", "O", "C", "C", "C", "C", "C", "C", "H", "H", "H", "H", "H"], "positions_angstrom": [[0.713854, -0.742882, 0.118513], [-1.304856, -6.217288, -1.464983], [-0.268881, -5.121188, -1.206095], [0.282534, -4.620741, -2.549220], [0.910067, -5.709803, -0.425277], [-0.923569, -3.636135, -0.201008], [0.219850, -2.577736, -0.481147], [-2.582788, -3.032373, -0.902855], [-2.783763, -1.572259, -0.492568], [-3.805517, -3.859740, -0.500274], [-2.456480, -3.008589, -2.430865], [-1.121344, -4.142221, 1.631347], [-1.822899, -2.987161, 2.348705], [0.269450, -4.304183, 2.263570], [-1.924681, -5.425595, 1.856565], [-0.840405, -6.987588, -2.085311], [-2.171083, -5.840560, -2.005673], [-1.649591, -6.692599, -0.548310], [1.003809, -5.347490, -2.927832], [0.790388, -3.668421, -2.415584], [-0.497452, -4.509072, -3.297805], [1.412913, -6.459999, -1.039319], [0.591511, -6.199782, 0.490949], [1.626641, -4.925914, -0.181354], [-2.710026, -1.400987, 0.577410], [-3.775187, -1.248418, -0.815236], [-2.048974, -0.943748, -0.994240], [-4.088571, -3.678590, 0.535969], [-3.646314, -4.927472, -0.648000], [-4.647392, -3.553572, -1.126695], [-1.511237, -2.545638, -2.712458], [-3.266513, -2.396672, -2.834540], [-2.532449, -3.998711, -2.876077], [-1.277687, -2.053975, 2.198417], [-1.831028, -3.189644, 3.422056], [-2.854834, -2.872799, 2.027249], [1.004497, -3.710113, 1.732658], [0.601406, -5.339925, 2.291341], [0.253388, -3.938954, 3.291350], [-2.924126, -5.376165, 1.428850], [-2.037660, -5.571665, 2.933805], [-1.408031, -6.297865, 1.459411], [2.551315, -0.237037, -0.411297], [3.354371, 1.111368, -0.557915], [4.941904, 0.818382, -0.083065], [5.816471, 0.216755, -1.104873], [7.183329, -0.127999, -0.492895], [7.478119, 0.831597, 0.657610], [6.478005, 0.568392, 1.792320], [5.137345, 0.127139, 1.194378], [2.923946, 2.504979, 0.273998], [2.987714, 2.527696, 1.743692], [2.366267, 3.823097, 2.281855], [2.580436, 4.943867, 1.267351], [1.739652, 4.637882, 0.021068], [1.684283, 3.119814, -0.199189], [3.459306, 1.626456, -2.124459], [4.146939, 2.867314, -2.483057], [3.490246, 3.499068, -3.703853], [3.622049, 2.562632, -4.912470], [3.443087, 1.088111, -4.497883], [2.680213, 0.987176, -3.183525], [5.954917, 0.951154, -1.897665], [5.358832, -0.681200, -1.540686], [7.948580, -0.058989, -1.267127], [7.188905, -1.152454, -0.114415], [7.364384, 1.854108, 0.291360], [8.502885, 0.710116, 1.011679], [6.352294, 1.470427, 2.394645], [6.842507, -0.226137, 2.447424], [4.318481, 0.338809, 1.874540], [5.138417, -0.956211, 1.028569], [4.043123, 2.492024, 2.018525], [2.477108, 1.665258, 2.182938], [2.822681, 4.061677, 3.242145], [1.293970, 3.691651, 2.445805], [3.639144, 4.974974, 1.001958], [2.303735, 5.912365, 1.686377], [2.161126, 5.140190, -0.851618], [0.720576, 5.007422, 0.158242], [1.545393, 2.881201, -1.254334], [0.832744, 2.700752, 0.348267], [5.199385, 2.666663, -2.728395], [4.130143, 3.539663, -1.624514], [3.967060, 4.457268, -3.915197], [2.436956, 3.694588, -3.489977], [4.606348, 2.696570, -5.365276], [2.881957, 2.837195, -5.665697], [4.417813, 0.612589, -4.367181], [2.904070, 0.536943, -5.269046], [2.516013, -0.050326, -2.895763], [1.691623, 1.451442, -3.296077], [-0.877685, 0.934582, 0.535647], [-0.857824, 1.279571, -0.680467], [-0.276697, 0.584015, -1.540607], [-1.479337, 2.604425, -1.108522], [-2.244182, 3.351377, -0.017167], [-4.137312, 2.762511, 0.177598], [-4.564955, 1.113020, 1.157957], [-3.925494, 0.820198, 2.359034], [-4.379626, -0.214879, 3.160829], [-5.464391, -0.983825, 2.761167], [-6.095972, -0.712850, 1.555963], [-5.653161, 0.338942, 0.767337], [-4.815178, 2.735450, -1.674988], [-4.611071, 1.640892, -2.513677], [-4.923482, 1.713549, -3.863127], [-5.440824, 2.885806, -4.393230], [-5.673547, 3.975819, -3.566331], [-5.359323, 3.897102, -2.217636], [-5.197476, 4.128370, 1.132899], [-6.585778, 4.010426, 1.090324], [-7.399816, 4.906255, 1.763782], [-6.830477, 5.937141, 2.499012], [-5.451119, 6.059042, 2.562423], [-4.641196, 5.159930, 1.881604], [-2.109874, 2.406098, -1.976461], [-0.634616, 3.202715, -1.460238], [-2.307262, 4.406737, -0.294394], [-1.702461, 3.283675, 0.926015], [-3.065338, 1.405126, 2.663506], [-3.887993, -0.423826, 4.102125], [-5.824135, -1.785799, 3.393845], [-6.936000, -1.316106, 1.236066], [-6.164729, 0.560890, -0.163669], [-4.193110, 0.725533, -2.106390], [-4.760134, 0.857566, -4.505677], [-5.657083, 2.959760, -5.450894], [-6.096980, 4.885789, -3.971095], [-5.533585, 4.749132, -1.570305], [-7.033674, 3.208504, 0.512442], [-8.476010, 4.804013, 1.711134], [-7.462496, 6.645396, 3.017527], [-5.002469, 6.857367, 3.139211], [-3.563332, 5.266529, 1.929773], [2.475885, -0.126218, 3.425543], [2.262790, -1.158547, 2.814833], [1.226884, -1.385632, 2.057270], [3.218677, -2.317308, 2.912043], [3.831342, -2.603065, 4.124689], [4.698332, -3.680510, 4.223645], [4.958461, -4.467384, 3.110842], [4.392962, -4.145684, 1.884170], [3.520802, -3.073547, 1.784819], [3.616072, -1.978940, 4.982053], [5.175625, -3.908616, 5.167827], [5.608610, -5.328618, 3.198593], [4.629078, -4.736809, 1.008532], [3.088563, -2.797281, 0.830030]], "forces_ev_per_angstrom": [[0.394, -0.717, -0.256], [0.033, 0.025, 0.026], [-0.369, 0.048, 0.179], [-0.014, 0.066, 0.019], [-0.030, 0.059, 0.042], [0.407, 0.029, -0.337], [-0.259, 1.144, 0.589], [0.187, -0.230, 0.060], [0.168, 0.027, 0.110], [0.101, 0.041, -0.012], [0.051, -0.017, 0.072], [-0.051, -0.043, -0.270], [0.011, 0.050, -0.063], [0.150, 0.062, -0.073], [-0.052, 0.069, -0.081], [-0.008, -0.048, -0.003], [-0.019, -0.047, -0.034], [-0.034, -0.017, -0.016], [-0.021, -0.078, 0.008], [0.059, 0.012, -0.074], [0.007, 0.016, -0.029], [-0.035, 0.004, -0.074], [0.025, -0.022, 0.004], [0.080, -0.054, 0.045], [-0.100, 0.089, 0.032], [-0.077, -0.032, 0.000], [-0.044, -0.036, -0.015], [-0.031, -0.070, 0.017], [-0.088, -0.008, 0.013], [-0.035, -0.006, 0.009], [-0.016, -0.004, -0.134], [-0.056, -0.002, -0.002], [0.023, 0.014, -0.038], [-0.082, 0.077, 0.080], [0.025, -0.036, 0.003], [-0.066, 0.109, 0.020], [0.095, -0.013, 0.070], [-0.038, -0.008, -0.031], [-0.050, 0.015, 0.030], [-0.014, -0.066, -0.006], [0.033, -0.016, 0.026], [-0.035, -0.024, 0.028], [-0.635, 0.715, 0.280], [0.347, -0.831, 0.225], [-0.161, 0.122, -0.178], [0.037, 0.118, -0.058], [-0.035, 0.188, 0.071], [0.018, -0.171, 0.015], [-0.039, 0.004, -0.166], [0.093, 0.074, 0.161], [-0.300, -0.278, -0.272], [0.074, 0.047, 0.135], [0.186, 0.091, -0.224], [-0.167, -0.062, 0.101], [0.133, -0.078, 0.044], [-0.037, 0.133, -0.031], [-0.181, 0.061, 0.124], [0.036, 0.089, -0.054], [0.127, -0.116, -0.019], [-0.046, -0.002, 0.047], [-0.074, 0.106, 0.075], [0.065, -0.210, -0.140], [0.024, -0.096, -0.067], [-0.009, -0.002, -0.015], [-0.005, -0.068, -0.019], [0.022, -0.033, -0.040], [0.061, 0.029, 0.053], [0.015, 0.061, -0.012], [-0.024, -0.022, 0.049], [0.026, 0.035, 0.055], [-0.006, -0.064, 0.034], [-0.096, 0.015, 0.012], [-0.012, -0.018, 0.083], [0.112, 0.016, 0.021], [-0.057, -0.029, 0.038], [-0.010, -0.019, 0.099], [0.016, 0.092, -0.001], [0.067, 0.024, -0.028], [-0.023, 0.001, -0.044], [-0.039, 0.049, -0.035], [-0.016, 0.008, 0.017], [0.021, 0.036, 0.023], [0.007, 0.047, 0.069], [0.049, 0.009, -0.028], [-0.052, 0.036, 0.026], [-0.016, 0.051, 0.028], [-0.010, 0.027, -0.049], [0.015, 0.009, -0.035], [-0.012, -0.050, -0.016], [0.055, -0.048, -0.018], [-0.046, 0.040, -0.048], [-0.003, -0.024, 0.061], [0.857, -0.903, 0.502], [-0.518, 0.883, -0.378], [0.364, -0.449, 0.033], [-0.067, -0.343, 0.257], [-0.255, -0.286, 0.111], [-0.181, 0.340, -0.033], [0.195, 0.261, -0.310], [0.061, 0.018, -0.071], [0.077, -0.078, 0.073], [-0.021, -0.013, -0.013], [0.008, -0.065, 0.045], [-0.019, 0.035, -0.125], [0.141, -0.110, 0.335], [-0.010, -0.014, 0.077], [0.005, -0.087, -0.087], [-0.046, 0.096, -0.010], [0.006, -0.034, -0.004], [0.006, 0.026, 0.091], [0.229, -0.226, -0.174], [0.012, -0.029, -0.046], [-0.017, 0.018, -0.021], [0.005, 0.004, 0.008], [0.018, 0.060, 0.022], [0.071, -0.061, -0.090], [0.101, 0.013, -0.104], [-0.061, -0.037, -0.086], [-0.064, 0.004, 0.050], [-0.022, 0.038, 0.074], [0.013, -0.021, 0.074], [0.032, -0.012, 0.011], [0.029, -0.016, -0.011], [-0.031, 0.012, -0.002], [-0.009, -0.023, -0.008], [0.004, -0.035, -0.051], [0.035, -0.009, 0.002], [-0.050, -0.060, -0.012], [0.018, 0.020, -0.019], [-0.027, 0.053, -0.048], [-0.059, 0.003, 0.022], [-0.017, 0.006, 0.011], [-0.011, 0.010, 0.039], [-0.004, 0.021, 0.012], [0.019, 0.042, 0.041], [-0.105, -0.153, 0.054], [0.272, 0.308, 0.124], [-0.624, 0.337, -0.626], [-0.042, 0.075, -0.003], [0.009, 0.021, -0.011], [0.002, -0.054, 0.040], [0.075, 0.007, -0.003], [-0.018, -0.037, 0.005], [-0.046, -0.015, -0.021], [0.004, 0.020, 0.000], [-0.046, -0.022, 0.032], [0.057, 0.034, -0.017], [-0.013, -0.002, -0.022], [-0.060, -0.046, -0.015]], "lowdin_charge": [1.241, -0.077, -0.590, -0.098, -0.088, 0.928, -0.320, -0.589, -0.097, -0.075, -0.087, -0.577, -0.092, -0.091, -0.075, 0.091, 0.058, 0.064, 0.084, 0.061, 0.063, 0.089, 0.058, 0.073, 0.057, 0.079, 0.047, 0.067, 0.064, 0.090, 0.078, 0.089, 0.066, 0.067, 0.095, 0.055, 0.030, 0.075, 0.094, 0.062, 0.093, 0.061, -0.252, 0.604, -0.195, -0.208, -0.181, -0.198, -0.163, -0.219, -0.198, -0.187, -0.166, -0.190, -0.161, -0.224, -0.211, -0.200, -0.184, -0.189, -0.169, -0.215, 0.088, 0.117, 0.108, 0.109, 0.109, 0.105, 0.102, 0.111, 0.078, 0.110, 0.112, 0.090, 0.114, 0.112, 0.111, 0.107, 0.103, 0.106, 0.098, 0.097, 0.109, 0.106, 0.112, 0.105, 0.105, 0.104, 0.109, 0.109, 0.100, 0.110, -0.059, -0.704, -0.061, -0.154, -0.241, 1.045, -0.274, -0.104, -0.088, -0.093, -0.088, -0.127, -0.274, -0.120, -0.085, -0.090, -0.083, -0.103, -0.275, -0.117, -0.085, -0.093, -0.091, -0.106, 0.106, 0.109, 0.075, 0.066, 0.105, 0.105, 0.102, 0.102, 0.098, 0.089, 0.102, 0.101, 0.102, 0.098, 0.101, 0.102, 0.100, 0.100, 0.094, 0.057, -0.581, -0.186, -0.150, -0.017, -0.081, -0.090, -0.075, -0.058, 0.118, 0.100, 0.099, 0.103, 0.099], "homo_lumo_gap_ev": 8.575, "total_energy_ha": -5693.18442, "spin_multiplicity": 1, "homo_energy_ev": -8.20, "total_charge": 0}